No. 1
{"formula": "C22H27N5O4S2", "method": "ωB97M-V with the def2-TZVPD basis set", "elements": ["C", "C", "C", "C", "C", "N", "C", "C", "C", "O", "N", "C", "N", "N", "C", "S", "C", "C", "O", "N", "C", "C", "C", "C", "C", "O", "S", "C", "C", "O", "C", "C", "C", "H", "H", "H", "H", "H", "H", "H", "H", "H", "H", "H", "H", "H", "H", "H", "H", "H", "H", "H", "H", "H", "H", "H", "H", "H", "H", "H"], "xyz": [[-5.797, -3.006, -1.212], [-4.906, -1.861, -0.841], [-4.671, -1.553, 0.491], [-3.853, -0.504, 0.864], [-3.249, 0.280, -0.114], [-2.392, 1.337, 0.227], [-1.406, 1.843, -0.711], [-0.367, 2.503, 0.208], [0.436, 3.570, -0.491], [0.137, 4.736, -0.546], [1.618, 3.141, -1.067], [2.090, 1.864, -1.168], [1.388, 0.821, -1.433], [2.070, -0.313, -1.434], [3.326, -0.169, -1.165], [4.482, -1.441, -1.059], [3.378, -2.891, -1.123], [2.573, -2.994, 0.171], [3.056, -3.440, 1.190], [1.293, -2.594, 0.046], [0.437, -2.465, 1.201], [0.088, -0.989, 1.471], [-0.476, -0.801, 2.884], [0.786, -0.567, 3.727], [1.877, -0.244, 2.688], [1.235, -0.162, 1.425], [3.805, 1.498, -0.892], [-1.252, 3.042, 1.327], [-2.369, 2.013, 1.412], [-3.091, 1.832, 2.365], [-3.484, -0.019, -1.454], [-4.301, -1.076, -1.826], [-4.532, -1.364, -3.278], [-6.170, -3.506, -0.322], [-6.649, -2.657, -1.795], [-5.258, -3.733, -1.820], [-5.136, -2.151, 1.261], [-3.697, -0.284, 1.905], [-1.852, 2.590, -1.380], [-0.967, 1.037, -1.300], [0.306, 1.734, 0.596], [2.229, 3.886, -1.384], [4.055, -3.742, -1.198], [2.753, -2.808, -2.009], [1.047, -2.032, -0.760], [0.978, -2.897, 2.046], [-0.490, -3.024, 1.040], [-0.584, -0.635, 0.685], [-1.044, -1.670, 3.208], [-1.128, 0.071, 2.913], [0.648, 0.255, 4.426], [1.054, -1.456, 4.295], [2.644, -1.028, 2.664], [2.365, 0.717, 2.862], [-1.674, 4.012, 1.052], [-0.743, 3.147, 2.284], [-3.038, 0.586, -2.228], [-5.593, -1.298, -3.517], [-4.201, -2.373, -3.526], [-3.992, -0.659, -3.905]], "forces_ev_per_a": [[0.04, 0.06, -0.02], [0.02, 0.04, 0.05], [0.05, 0.02, -0.17], [0.06, 0.07, 0.15], [-0.27, -0.23, 0.03], [0.15, -0.10, -0.21], [0.19, 0.02, -0.25], [-0.32, 0.11, 0.09], [-0.09, -0.32, 0.18], [-0.11, 0.24, 0.00], [0.36, 0.78, -0.23], [1.02, -0.76, 0.05], [-0.89, 1.45, -0.24], [0.88, -1.12, -0.07], [0.06, 0.58, -0.08], [0.40, -0.47, 0.01], [0.10, 0.43, 0.14], [-0.14, -0.07, -0.57], [0.32, -0.13, 0.35], [-0.48, -0.08, 0.04], [0.04, 0.24, 0.10], [-0.24, -0.37, 0.00], [0.05, 0.09, -0.30], [0.11, 0.01, -0.07], [0.33, -0.01, 0.32], [-0.02, 0.12, -0.11], [-0.94, -0.46, -0.06], [0.11, 0.01, -0.03], [0.25, 0.34, 0.30], [-0.18, -0.02, 0.21], [0.03, 0.06, 0.10], [0.02, -0.02, 0.12], [0.00, 0.00, 0.06], [-0.04, -0.06, 0.02], [-0.10, -0.06, -0.06], [-0.04, -0.11, -0.06], [-0.05, -0.07, 0.08], [0.02, 0.04, 0.06], [0.04, -0.06, -0.04], [-0.12, 0.12, 0.07], [-0.12, 0.01, -0.04], [-0.24, -0.05, 0.00], [-0.08, 0.04, 0.01], [0.02, -0.09, -0.01], [0.26, -0.12, 0.04], [-0.12, -0.01, -0.03], [0.03, 0.03, 0.14], [-0.03, 0.03, 0.04], [-0.10, -0.03, 0.04], [-0.07, -0.03, 0.01], [-0.02, -0.03, 0.05], [0.01, 0.02, 0.06], [-0.05, 0.07, 0.00], [0.00, -0.08, 0.02], [-0.02, -0.02, 0.02], [-0.07, -0.03, 0.02], [0.07, 0.07, -0.09], [-0.07, -0.02, -0.10], [-0.01, -0.07, -0.10], [0.02, 0.02, -0.07]], "homo_energy_ev": -8.263, "spin_multiplicity": 1, "smiles": "Cc1ccc(N2C[C@@H](C(=O)Nc3nnc(SCC(=O)NC[C@H]4CCCO4)s3)CC2=O)cc1C", "total_energy_ha": -2225.712115, "orbital_gap_ev": 8.382, "largest_force_ev_per_a": 1.7, "total_charge": 0, "e_above_lowest_kj_mol": 0.00}

No. 2
{"formula": "C22H27O4STl", "method": "ωB97M-V with the def2-TZVPD basis set", "elements": ["Tl", "C", "C", "C", "H", "C", "C", "H", "H", "H", "H", "C", "C", "C", "H", "C", "C", "H", "H", "H", "H", "O", "C", "C", "C", "C", "C", "H", "H", "H", "H", "H", "H", "H", "H", "H", "H", "C", "C", "C", "C", "C", "C", "C", "S", "O", "O", "O", "H", "H", "H", "H", "H", "H", "H"], "xyz": [[-0.154, -0.908, 0.511], [2.674, 0.453, 1.500], [3.065, -0.403, 0.437], [2.944, 0.309, -0.777], [3.434, -1.441, 0.542], [2.466, 1.624, -0.470], [2.313, 1.685, 0.930], [1.993, 2.601, 1.501], [2.691, 0.191, 2.564], [3.209, -0.062, -1.781], [2.307, 2.421, -1.191], [-2.917, 0.457, 1.103], [-2.218, 1.657, 1.544], [-1.861, 2.368, 0.322], [-2.047, 1.951, 2.522], [-2.331, 1.643, -0.802], [-3.000, 0.445, -0.335], [-3.473, -0.292, -0.936], [-3.316, -0.301, 1.768], [-1.352, 3.328, 0.301], [-2.253, 1.941, -1.843], [-0.070, -1.607, -1.463], [-0.293, -0.567, -4.086], [0.415, -1.979, -4.064], [0.571, 0.642, -3.845], [-1.803, -0.575, -4.134], [0.465, -2.437, -2.423], [1.407, -1.940, -4.404], [-0.147, -2.712, -4.567], [-0.003, -3.449, -2.374], [1.535, -2.675, -2.203], [0.699, 1.197, -4.852], [1.545, 0.416, -3.432], [0.075, 1.342, -3.129], [-2.139, -0.541, -5.227], [-2.227, 0.341, -3.622], [-2.236, -1.434, -3.631], [0.106, 0.766, 8.136], [-0.040, -0.070, 6.898], [-0.394, -1.442, 7.018], [-0.476, -2.217, 5.867], [-0.227, -1.692, 4.632], [0.065, -0.311, 4.476], [0.157, 0.473, 5.643], [-0.245, -2.751, 3.167], [-0.221, -4.054, 3.686], [-1.433, -2.335, 2.409], [1.028, -2.316, 2.431], [-0.828, 0.796, 8.708], [0.884, 0.378, 8.805], [0.376, 1.792, 7.864], [-0.584, -1.855, 7.993], [-0.737, -3.297, 5.962], [0.222, 0.118, 3.513], [0.399, 1.531, 5.541]], "forces_ev_per_a": [[0.22, 1.24, 0.94], [-0.23, -0.39, 0.24], [0.21, -0.70, -0.61], [0.15, 0.32, 0.06], [-0.36, 0.74, -0.04], [0.54, -0.80, 0.23], [-0.48, 1.70, 0.27], [0.26, -1.10, -0.63], [-0.08, 0.14, -0.51], [-0.25, 0.13, 0.61], [-0.13, -0.10, 0.16], [1.03, 0.82, 0.15], [-0.57, -0.71, -4.61], [-0.88, -0.86, 1.71], [0.42, 0.46, 1.70], [-1.07, -1.31, 0.90], [1.64, 2.34, 0.39], [-0.23, -0.51, -0.35], [0.03, 0.03, -0.10], [0.03, -0.24, -0.08], [0.13, -0.05, 0.18], [-0.40, -0.40, -2.45], [1.11, -2.15, 0.01], [-1.96, 2.91, 3.72], [-1.47, 0.82, -1.05], [0.32, 1.73, -0.60], [0.93, -0.96, -0.21], [1.38, 0.14, -0.57], [-0.77, -0.94, -0.78], [-0.17, 0.32, -0.21], [-0.26, 0.39, -0.25], [0.04, -0.44, 1.34], [0.19, -0.24, 0.00], [0.33, -0.38, -0.51], [0.06, -0.16, 1.17], [0.42, -0.88, -0.56], [0.05, -0.25, -0.05], [0.03, 0.27, 0.15], [-0.40, -1.31, 0.54], [0.44, 1.48, -0.86], [-0.43, -1.44, 1.28], [0.35, 1.55, -1.43], [-0.34, -1.12, 1.78], [0.03, -0.23, -1.18], [2.25, 4.40, -1.91], [-0.16, -3.09, 0.82], [0.22, -0.69, 0.41], [-2.49, -1.21, 1.36], [0.08, 0.03, -0.04], [-0.09, 0.04, -0.13], [-0.05, -0.11, 0.14], [-0.04, -0.18, 0.23], [0.30, 0.97, -0.23], [0.14, 0.15, -0.59], [-0.02, -0.15, 0.05]], "homo_energy_ev": [-1.106, -0.593], "spin_multiplicity": 1, "total_energy_ha": -1725.950721, "orbital_gap_ev": [5.490, 4.080], "largest_force_ev_per_a": 5.3, "total_charge": -2}

No. 3
{"formula": "C22H28B2F4N9NaO5", "method": "ωB97M-V with the def2-TZVPD basis set", "elements": ["Na", "C", "C", "N", "O", "B", "F", "F", "O", "N", "C", "C", "C", "N", "O", "B", "F", "F", "O", "N", "C", "C", "C", "H", "H", "H", "H", "H", "H", "H", "H", "H", "H", "H", "H", "C", "C", "N", "N", "C", "O", "C", "C", "C", "C", "C", "C", "C", "C", "C", "C", "C", "N", "H", "H", "H", "H", "H", "H", "H", "H", "H", "H", "H", "H", "N", "N", "H", "H", "H", "H"], "xyz": [[-0.556, 0.379, 0.069], [-3.335, 2.125, 3.400], [-2.525, 1.299, 2.445], [-1.670, 1.789, 1.630], [-1.439, 3.114, 1.641], [-0.265, 3.475, 0.800], [-0.416, 2.956, -0.512], [-0.152, 4.842, 0.781], [0.997, 2.952, 1.423], [1.031, 1.618, 1.534], [1.974, 1.102, 2.233], [3.056, 1.903, 2.902], [1.905, -0.363, 2.398], [0.901, -0.928, 1.840], [0.728, -2.236, 2.066], [-0.454, -2.753, 1.317], [-0.206, -2.473, -0.062], [-0.538, -4.105, 1.520], [-1.734, -2.149, 1.771], [-1.719, -0.797, 1.808], [-2.655, -0.179, 2.417], [-3.815, -0.854, 3.090], [2.912, -1.122, 3.215], [-2.940, 3.138, 3.403], [-4.383, 2.162, 3.097], [-3.290, 1.714, 4.409], [2.824, 2.961, 2.805], [3.119, 1.653, 3.961], [4.030, 1.710, 2.446], [-3.878, -1.882, 2.744], [-3.678, -0.862, 4.174], [-4.742, -0.326, 2.869], [3.872, -0.614, 3.259], [2.537, -1.258, 4.232], [3.031, -2.119, 2.790], [-0.057, 1.532, -4.052], [0.776, 1.038, -2.898], [0.682, -0.188, -2.576], [0.057, -1.213, -2.889], [-1.186, -1.414, -2.258], [-1.634, -0.609, -1.462], [-1.839, -2.675, -2.648], [-1.560, -3.283, -3.873], [-2.205, -4.455, -4.223], [-3.101, -5.042, -3.340], [-3.355, -4.456, -2.107], [-2.738, -3.267, -1.764], [1.646, 1.951, -2.136], [1.850, 3.257, -2.565], [2.558, 4.123, -1.747], [3.057, 3.649, -0.551], [2.857, 2.308, -0.241], [2.161, 1.479, -0.998], [-0.898, 0.862, -4.216], [-0.431, 2.530, -3.843], [0.543, 1.562, -4.964], [-0.843, -2.826, -4.542], [-2.000, -4.921, -5.178], [-3.605, -5.959, -3.616], [-4.028, -4.934, -1.408], [-2.908, -2.804, -0.800], [1.472, 3.597, -3.519], [2.710, 5.152, -2.046], [3.591, 4.293, 0.133], [3.264, 1.896, 0.674], [3.420, -0.813, -0.540], [2.291, -1.240, -1.248], [3.720, -1.511, 0.135], [3.150, 0.029, -0.046], [1.508, -1.545, -0.664], [2.549, -1.974, -1.896]], "forces_ev_per_a": [[0.49, 0.52, 1.24], [0.18, -0.04, 0.00], [0.12, 0.78, -0.14], [-0.29, -0.69, -0.44], [-0.06, 0.66, 0.09], [-0.29, -0.31, 0.67], [0.01, -0.36, -0.08], [0.06, 0.12, -0.06], [0.25, 0.79, 0.15], [-0.32, -0.71, 0.35], [-0.34, 0.58, 0.05], [-0.28, 0.00, 0.25], [-0.10, -0.77, 0.03], [0.42, 0.67, -0.60], [0.16, -0.70, 0.26], [0.04, 0.38, 0.68], [-0.03, 0.20, -0.45], [-0.04, -0.08, -0.03], [-0.34, -0.65, 0.08], [0.07, 0.57, -0.34], [-0.10, -0.78, -0.07], [0.20, 0.03, 0.00], [-0.28, 0.02, 0.05], [-0.04, 0.01, 0.04], [-0.02, -0.02, 0.00], [-0.04, 0.00, 0.01], [0.03, 0.01, 0.01], [0.09, -0.01, 0.00], [0.09, -0.05, 0.15], [-0.04, -0.01, 0.04], [-0.06, -0.01, 0.02], [-0.04, -0.01, 0.03], [0.03, 0.03, 0.02], [0.10, -0.02, 0.04], [0.03, 0.00, 0.03], [-0.20, -0.30, 0.05], [0.74, 0.60, 0.70], [-1.12, -1.39, -1.07], [2.20, 0.72, -0.55], [-1.79, -0.09, 1.48], [-0.02, -0.58, -1.24], [0.07, 0.05, -0.15], [0.09, 0.10, 0.04], [0.01, -0.04, -0.06], [0.01, 0.06, -0.03], [-0.03, 0.00, 0.04], [-0.05, 0.15, 0.18], [0.38, 0.38, 0.13], [-0.11, -0.27, -0.22], [0.13, -0.01, 0.11], [0.07, 0.01, -0.37], [0.37, 0.23, -0.58], [-0.20, 0.60, -0.25], [-0.01, 0.05, -0.03], [0.00, -0.02, 0.11], [0.12, -0.01, 0.08], [0.01, -0.06, -0.04], [-0.01, 0.02, 0.00], [0.04, -0.02, 0.03], [0.00, 0.03, 0.00], [0.00, -0.01, 0.02], [-0.07, 0.05, 0.05], [-0.04, 0.00, 0.03], [-0.01, -0.01, 0.02], [0.05, 0.21, -0.47], [0.53, 0.00, 0.01], [-0.55, -0.06, 0.00], [-0.15, -0.11, 0.00], [-0.05, -0.33, -0.03], [0.03, -0.12, 0.10], [-0.08, 0.05, -0.17]], "homo_energy_ev": [-7.298, -7.298], "spin_multiplicity": 1, "total_energy_ha": -2335.704367, "orbital_gap_ev": [3.970, 3.958], "largest_force_ev_per_a": 2.4, "total_charge": 0, "e_above_lowest_kj_mol": 0.00}

No. 4
{"formula": "C22H28BN2O", "method": "ωB97M-V with the def2-TZVPD basis set", "elements": ["C", "N", "C", "C", "C", "C", "N", "B", "H", "C", "C", "H", "H", "H", "H", "H", "H", "H", "H", "H", "H", "H", "H", "C", "O", "C", "C", "C", "C", "C", "C", "C", "C", "C", "C", "C", "C", "C", "C", "H", "H", "H", "H", "H", "H", "H", "H", "H", "H", "H", "H", "H", "H", "H"], "xyz": [[4.481, 5.425, 0.387], [3.583, 4.889, -0.641], [4.198, 4.974, -1.965], [2.397, 4.185, -0.384], [1.100, 4.676, -0.697], [-0.025, 3.897, -0.481], [0.005, 2.615, -0.009], [-1.307, 1.692, 0.189], [-1.030, 0.300, 0.182], [1.250, 2.155, 0.323], [2.420, 2.880, 0.179], [3.973, 5.461, 1.358], [5.389, 4.796, 0.469], [4.779, 6.453, 0.102], [3.514, 4.580, -2.725], [4.434, 6.028, -2.200], [5.131, 4.380, -1.979], [1.011, 5.691, -1.087], [-1.008, 4.313, -0.697], [-1.744, 1.863, 1.338], [-2.122, 1.907, -0.718], [1.258, 1.141, 0.735], [3.369, 2.411, 0.477], [2.807, -5.126, -2.182], [3.063, -4.055, -1.241], [2.023, -3.270, -0.853], [2.292, -2.230, 0.079], [1.250, -1.499, 0.634], [-0.115, -1.767, 0.322], [-1.195, -1.098, 1.036], [-2.563, -1.668, 1.058], [-3.640, -0.821, 1.394], [-4.951, -1.291, 1.484], [-5.249, -2.655, 1.325], [-6.656, -3.137, 1.566], [-4.194, -3.527, 1.012], [-2.885, -3.048, 0.895], [-0.341, -2.736, -0.702], [0.677, -3.492, -1.254], [3.806, -5.434, -2.514], [2.304, -5.972, -1.680], [2.212, -4.784, -3.050], [3.322, -2.073, 0.391], [1.481, -0.677, 1.310], [-0.871, -0.670, 2.069], [-3.424, 0.239, 1.523], [-5.755, -0.603, 1.766], [-6.778, -4.162, 1.216], [-6.918, -3.088, 2.633], [-7.354, -2.498, 1.020], [-4.389, -4.605, 0.940], [-2.093, -3.758, 0.662], [-1.357, -2.906, -1.069], [0.437, -4.305, -1.944]], "forces_ev_per_a": [[-0.27, -0.56, 0.12], [0.02, 0.75, -0.01], [-0.47, -0.03, 0.00], [-0.25, -0.82, 0.06], [0.95, -0.23, 0.15], [-0.53, -0.48, -0.10], [1.57, 0.35, -0.13], [-0.87, 0.19, 0.51], [-0.43, 0.79, 0.29], [-0.69, -0.24, 0.24], [0.00, 0.32, 0.01], [0.17, 0.00, -0.21], [-0.24, 0.35, 0.09], [-0.14, -0.49, 0.17], [0.17, 0.10, 0.08], [-0.05, -0.46, 0.00], [-0.28, 0.22, -0.11], [-0.15, -0.36, 0.09], [0.15, -0.29, 0.03], [0.36, -0.05, -0.76], [0.70, -0.32, 0.57], [0.06, 0.56, -0.31], [-0.51, 0.31, -0.21], [0.12, 0.07, 0.08], [-0.95, 0.61, -0.13], [-0.42, -0.48, 0.36], [-0.30, -0.28, -0.21], [-0.25, -0.37, -0.32], [0.64, -0.68, -0.58], [1.33, -0.48, 1.19], [-1.06, 0.00, 0.04], [-0.13, 0.03, -0.23], [0.44, -0.04, 0.25], [0.41, 0.22, 0.17], [0.15, 0.05, -0.19], [0.16, 0.37, 0.40], [0.25, 0.29, -0.39], [-0.26, 0.52, 0.30], [0.71, -0.04, 0.17], [-0.40, 0.04, 0.07], [0.17, 0.43, -0.19], [0.35, -0.09, 0.45], [-0.20, 0.07, -0.13], [0.00, -0.45, 0.15], [-0.62, -0.13, -2.18], [-0.18, -0.19, 0.07], [0.32, -0.19, -0.21], [-0.06, 0.03, 0.09], [0.13, -0.03, -0.28], [-0.04, -0.10, 0.09], [0.15, 0.51, -0.08], [-0.23, 0.14, 0.28], [0.42, 0.09, 0.18], [0.05, 0.49, 0.19]], "homo_energy_ev": -11.200, "spin_multiplicity": 1, "total_energy_ha": -1064.392518, "orbital_gap_ev": 6.891, "largest_force_ev_per_a": 2.3, "total_charge": 1}